{
  "formula": "C31H47BrO2P2W",
  "method": "ωB97M-V/def2-TZVPD",
  "elements": ["W", "C", "C", "C", "C", "C", "C", "H", "H", "H", "C", "H", "H", "H", "C", "H", "H", "H", "C", "H", "H", "H", "C", "H", "H", "H", "C", "C", "C", "C", "C", "C", "C", "C", "H", "H", "H", "H", "H", "H", "H", "H", "H", "H", "H", "H", "P", "P", "C", "C", "H", "H", "H", "H", "C", "H", "H", "H", "C", "H", "H", "H", "C", "H", "H", "H", "C", "H", "H", "H", "Br", "C", "C", "C", "C", "C", "C", "C", "O", "O", "H", "H", "H", "H"],
  "positions_angstrom": [[-1.776, -0.586, -1.090], [-0.106, -1.123, -2.435], [-0.502, 0.153, -2.934], [0.176, 0.422, -0.735], [0.337, -0.963, -1.063], [-0.358, 1.104, -1.889], [0.021, -2.357, -3.250], [-0.721, -2.352, -4.053], [-0.114, -3.275, -2.668], [0.989, -2.457, -3.764], [1.090, -1.928, -0.208], [0.802, -2.963, -0.404], [0.961, -1.728, 0.871], [2.163, -1.864, -0.457], [0.790, 1.016, 0.481], [1.870, 0.860, 0.477], [0.435, 0.531, 1.395], [0.656, 2.087, 0.629], [-0.474, 2.582, -2.102], [0.418, 2.986, -2.621], [-0.593, 3.152, -1.170], [-1.335, 2.813, -2.749], [-0.928, 0.451, -4.329], [-0.087, 0.788, -4.946], [-1.672, 1.255, -4.328], [-1.332, -0.454, -4.797], [-5.026, -2.919, -0.948], [-4.405, -3.035, -2.133], [-4.869, -2.325, -3.361], [-4.759, -0.804, -3.318], [-3.842, -0.311, -2.200], [-4.320, -0.129, -0.915], [-5.679, -0.505, -0.437], [-6.143, -1.968, -0.655], [-5.917, -2.580, -3.584], [-5.765, -0.352, -3.214], [-4.229, -2.702, -4.165], [-6.877, -2.018, -1.485], [-4.842, -3.623, -0.135], [-3.737, -3.888, -2.297], [-6.621, -2.282, 0.291], [-5.674, -0.332, 0.651], [-3.858, 0.607, -0.231], [-6.462, 0.118, -0.909], [-4.329, -0.489, -4.290], [-3.033, 0.317, -2.669], [-1.551, -1.477, 1.511], [-2.290, 1.598, 0.875], [-2.977, -0.845, 2.411], [-3.301, 0.697, 2.192], [-2.713, -1.019, 3.479], [-3.849, -1.501, 2.186], [-4.399, 0.832, 1.994], [-3.040, 1.170, 3.163], [-1.397, 2.770, 1.968], [-0.691, 3.365, 1.372], [-0.869, 2.207, 2.750], [-2.168, 3.412, 2.422], [-3.047, 3.019, -0.127], [-3.782, 3.562, 0.481], [-3.477, 2.679, -1.076], [-2.225, 3.708, -0.360], [-1.111, -3.185, 2.022], [-0.600, -3.748, 1.226], [-2.044, -3.722, 2.234], [-0.448, -3.143, 2.890], [-1.963, -2.598, -0.371], [-2.540, -2.360, -1.356], [-2.707, -3.270, 0.094], [-1.120, -3.259, -0.595], [1.384, 2.327, 4.261], [1.590, 0.737, 5.241], [2.675, 0.611, 6.116], [2.905, -0.591, 6.798], [2.034, -1.668, 6.610], [0.956, -1.566, 5.729], [0.737, -0.363, 5.046], [-0.392, -0.136, 4.046], [-0.217, -0.622, 2.827], [-1.355, 0.520, 4.445], [3.346, 1.461, 6.205], [3.779, -0.661, 7.458], [2.232, -2.600, 7.136], [0.309, -2.417, 5.538]],
  "lowdin_spin": [1.260, 0.025, 0.026, 0.014, 0.008, 0.024, 0.012, 0.000, 0.001, 0.002, 0.010, 0.000, 0.002, 0.001, 0.000, 0.000, 0.000, 0.000, 0.007, 0.002, 0.001, 0.000, 0.005, 0.001, 0.000, 0.000, -0.003, 0.004, 0.010, 0.015, 0.116, 0.029, -0.001, 0.001, 0.001, 0.000, 0.000, 0.000, 0.000, 0.000, 0.000, 0.000, 0.013, -0.001, 0.002, 0.032, 0.102, -0.024, 0.013, 0.002, 0.001, 0.001, 0.000, 0.000, -0.004, 0.000, 0.000, -0.001, -0.003, -0.001, 0.000, 0.000, 0.006, 0.000, 0.002, 0.002, 0.176, 0.013, 0.019, 0.011, 0.000, 0.001, 0.000, 0.001, 0.000, 0.001, 0.004, 0.005, 0.052, 0.001, 0.000, 0.000, 0.000, 0.000],
  "e_homo_ev": [-13.1, -13.1],
  "spin_multiplicity": 3,
  "e_lumo_ev": [-7.2, -7.5],
  "gap_ev": [5.915, 5.626],
  "total_charge": 2
}